# 1
Below is 6 unconnected molecules or ions with the total composition C42H32Cl2F9NO11, with properties calculated with ωB97M-V/def2-TZVPD.

Summary:
- HOMO: -9.82 eV
- Frontier orbital gap: 8.15 eV
- Electronic energy: -117582.0690 eV

Positions of all 97 atoms, in Å:
1 C -2.05 3.73 -2.74
2 C -0.73 3.51 -1.99
3 C -0.01 4.85 -1.76
4 C 1.19 4.78 -2.67
5 O 2.23 5.36 -2.55
6 N 0.97 3.74 -3.67
7 C 0.37 2.70 -2.78
8 C 1.47 2.27 -1.74
9 Cl 0.76 1.01 -0.67
10 C 2.93 1.85 -2.14
11 C 3.35 0.43 -1.78
12 Cl 3.38 2.11 -3.86
13 C -0.08 1.50 -3.68
14 F -0.17 1.93 -4.96
15 F 0.88 0.55 -3.64
16 C -1.42 0.71 -3.44
17 F -2.39 1.27 -4.16
18 F -1.80 0.71 -2.16
19 C -1.37 -0.77 -3.95
20 F -2.64 -1.18 -3.95
21 F -0.92 -0.76 -5.21
22 C -0.55 -1.85 -3.15
23 F 0.63 -2.05 -3.69
24 F -0.40 -1.50 -1.89
25 F -1.21 -3.00 -3.17
26 H -2.50 4.66 -2.38
27 H -2.76 2.93 -2.56
28 H -1.93 3.83 -3.82
29 H -0.96 3.06 -1.03
30 H 0.33 4.97 -0.73
31 H -0.63 5.71 -2.00
32 H 0.17 4.10 -4.20
33 H 1.56 3.10 -1.05
34 H 3.57 2.54 -1.59
35 H 4.35 0.27 -2.17
36 H 2.69 -0.31 -2.22
37 H 3.39 0.31 -0.69
38 O 0.03 -4.23 1.44
39 C -0.77 -5.00 0.96
40 C -1.34 -6.12 1.77
41 C -2.22 -6.96 1.24
42 C -2.66 -6.83 -0.17
43 O -3.47 -7.60 -0.65
44 C -2.10 -5.72 -0.97
45 C -1.22 -4.88 -0.45
46 H -1.00 -6.19 2.79
47 H -2.65 -7.78 1.80
48 H -2.44 -5.65 -2.00
49 H -0.78 -4.06 -1.01
50 O -0.37 3.81 1.47
51 C -0.19 3.25 2.54
52 C 0.59 3.90 3.62
53 C 0.82 3.27 4.78
54 C 0.28 1.91 5.03
55 O 0.49 1.34 6.07
56 C -0.51 1.27 3.94
57 C -0.73 1.89 2.79
58 H 0.98 4.88 3.42
59 H 1.40 3.71 5.57
60 H -0.89 0.28 4.15
61 H -1.30 1.45 1.98
62 O 3.47 0.04 5.26
63 C 3.49 -0.89 6.05
64 C 2.25 -1.32 6.76
65 C 2.27 -2.34 7.61
66 C 3.52 -3.09 7.89
67 O 3.53 -4.03 8.66
68 C 4.75 -2.66 7.18
69 C 4.74 -1.64 6.33
70 H 1.36 -0.75 6.53
71 H 1.39 -2.68 8.13
72 H 5.65 -3.22 7.41
73 H 5.62 -1.30 5.80
74 O 3.37 9.90 -0.04
75 C 3.29 9.04 0.81
76 C 2.72 9.32 2.15
77 C 2.63 8.38 3.08
78 C 3.10 7.00 2.81
79 O 3.01 6.13 3.66
80 C 3.68 6.71 1.48
81 C 3.76 7.65 0.54
82 H 2.38 10.34 2.31
83 H 2.22 8.56 4.06
84 H 4.01 5.69 1.31
85 H 4.17 7.47 -0.44
86 O -5.46 -5.87 -3.61
87 C -5.64 -6.97 -4.07
88 C -5.25 -8.20 -3.32
89 C -5.43 -9.40 -3.85
90 C -6.03 -9.58 -5.20
91 O -6.20 -10.68 -5.67
92 C -6.43 -8.36 -5.94
93 C -6.24 -7.15 -5.42
94 H -4.81 -8.03 -2.35
95 H -5.15 -10.31 -3.33
96 H -6.86 -8.51 -6.92
97 H -6.52 -6.24 -5.94

These are the Mulliken partial charges, in e, on atoms 1 to 8: -1.72, 0.68, -0.59, 0.32, -0.54, -0.26, -0.33, -0.23


# 2
Below is a molecular structure, C42H32IrN5O3PSSe2, with properties calculated with ωB97M-V/def2-TZVPD.

Summary:
- 2S+1: 2
- HOMO (alpha / beta): -13.30 / -13.29 eV
- <S²>: 0.768
- Frontier orbital gap (alpha / beta): 6.98 / 6.05 eV
- Net charge: +2
- Electronic energy: -211310.5684 eV
- Energy above the lowest of the compared OMol25 structures with the same formula, charge and spin: 0.0 kcal/mol

Positions of all 87 atoms, in Å:
1 Ir -0.05 -0.14 0.04
2 O 2.12 -0.44 1.05
3 C 2.44 -1.73 1.66
4 C 1.14 -2.54 1.65
5 O 1.14 -3.73 1.90
6 O 0.05 -1.86 1.43
7 C 3.58 -2.32 0.83
8 C 3.50 -3.52 0.14
9 C 4.55 -3.94 -0.65
10 C 5.70 -3.17 -0.78
11 C 5.79 -1.97 -0.08
12 C 4.74 -1.55 0.72
13 C 2.83 -1.51 3.11
14 C 3.61 -2.46 3.75
15 C 3.93 -2.32 5.10
16 C 3.46 -1.22 5.81
17 C 2.66 -0.28 5.17
18 C 2.34 -0.43 3.83
19 H 2.83 -0.25 0.42
20 H 2.64 -4.16 0.28
21 H 4.49 -4.90 -1.16
22 H 6.52 -3.51 -1.39
23 H 6.69 -1.37 -0.14
24 H 4.85 -0.64 1.31
25 H 3.98 -3.33 3.21
26 H 4.54 -3.06 5.59
27 H 3.71 -1.10 6.85
28 H 2.28 0.57 5.72
29 H 1.70 0.30 3.35
30 N 2.39 0.44 -3.24
31 C 2.39 1.80 -2.99
32 C 3.05 2.84 -3.63
33 C 2.80 4.11 -3.15
34 C 1.91 4.33 -2.09
35 C 1.26 3.29 -1.46
36 C 1.52 2.00 -1.91
37 N 1.04 0.74 -1.52
38 C 1.57 -0.14 -2.36
39 C 1.20 -1.54 -2.24
40 C 1.45 -2.63 -3.00
41 S 0.61 -3.97 -2.37
42 C 0.00 -3.03 -1.11
43 N 0.37 -1.78 -1.16
44 H 2.89 -0.03 -3.98
45 H 3.71 2.67 -4.46
46 H 3.29 4.96 -3.62
47 H 1.73 5.34 -1.76
48 H 0.56 3.49 -0.66
49 H 2.07 -2.71 -3.88
50 H -0.64 -3.43 -0.33
51 Se -2.13 -0.31 1.67
52 P -3.32 -0.93 -0.04
53 Se -1.97 0.07 -1.47
54 C -4.98 -0.29 -0.10
55 C -5.32 0.82 -0.88
56 C -6.63 1.27 -0.89
57 C -7.59 0.64 -0.11
58 C -7.25 -0.46 0.67
59 C -5.95 -0.94 0.67
60 C -3.37 -2.70 -0.23
61 C -2.77 -3.54 0.70
62 C -2.81 -4.92 0.50
63 C -3.45 -5.44 -0.62
64 C -4.06 -4.59 -1.55
65 C -4.02 -3.22 -1.36
66 H -4.57 1.33 -1.48
67 H -6.90 2.12 -1.50
68 H -8.61 1.00 -0.11
69 H -8.00 -0.96 1.27
70 H -5.69 -1.81 1.26
71 H -2.25 -3.13 1.55
72 H -2.35 -5.57 1.22
73 H -3.49 -6.51 -0.77
74 H -4.56 -5.00 -2.41
75 H -4.51 -2.57 -2.07
76 N 0.19 6.66 3.16
77 C 0.12 5.60 2.71
78 C 0.05 4.29 2.14
79 C -1.06 3.89 1.41
80 C -1.09 2.62 0.87
81 N -0.08 1.75 1.03
82 C 1.00 2.14 1.72
83 C 1.10 3.39 2.30
84 H -1.90 4.56 1.25
85 H -1.93 2.29 0.29
86 H 1.80 1.42 1.83
87 H 1.99 3.66 2.86

These are the Mulliken partial charges, in e, on atoms 1 to 8: 2.27, -0.04, 4.12, -0.78, -0.69, -0.51, -0.69, -0.30


# 3
Below is a molecular structure, C42H33CdF10N8 at a distorted geometry, with properties calculated with ωB97M-V/def2-TZVPD.

Summary:
- HOMO: -4.21 eV
- Frontier orbital gap: 6.48 eV
- Net charge: -1
- Electronic energy: -87747.6936 eV

Positions of all 94 atoms, in Å:
1 Cd 0.00 -0.20 0.89
2 C -1.16 -2.42 -1.47
3 N 0.04 -1.56 -1.38
4 C 1.23 -2.39 -1.47
5 C 2.50 -1.79 -0.88
6 C 3.37 -2.99 -0.48
7 C 4.30 -2.80 0.44
8 C 4.29 -1.61 1.22
9 C 3.17 -0.82 1.15
10 N 2.18 -0.97 0.29
11 C 0.03 -0.55 -2.43
12 C -0.86 0.64 -2.15
13 C -1.26 1.46 -3.20
14 C -2.02 2.60 -2.93
15 C -2.37 2.87 -1.62
16 C -1.90 1.99 -0.63
17 N -1.15 0.92 -0.89
18 C -1.32 -3.30 -0.26
19 C -2.13 -4.47 -0.35
20 C -2.26 -5.28 0.81
21 C -1.57 -4.87 1.93
22 C -0.81 -3.72 1.90
23 N -0.74 -2.91 0.87
24 H -1.05 -3.07 -2.36
25 H -2.03 -1.83 -1.63
26 H 1.46 -2.83 -2.43
27 H 1.05 -3.24 -0.82
28 H 3.25 -3.92 -0.99
29 H 5.04 -3.59 0.67
30 H 4.97 -1.54 2.05
31 H 3.07 -0.03 1.87
32 H -0.21 -0.94 -3.40
33 H 1.02 -0.14 -2.43
34 H -0.94 1.29 -4.21
35 H -2.29 3.32 -3.70
36 H -2.94 3.73 -1.38
37 H -1.96 2.25 0.42
38 H -2.61 -4.73 -1.30
39 H -2.93 -6.11 0.78
40 H -1.80 -5.39 2.90
41 H -0.32 -3.41 2.82
42 C 1.31 -1.06 3.84
43 N 0.38 -0.11 3.25
44 C -0.96 -0.41 3.84
45 C -2.10 0.41 3.31
46 N -2.39 0.01 1.95
47 C -3.62 0.35 1.50
48 C -4.16 -0.40 0.46
49 F -3.36 -1.40 -0.02
50 C -5.45 -0.28 -0.02
51 F -5.94 -1.22 -0.89
52 C -6.20 0.80 0.38
53 F -7.44 1.01 -0.07
54 C -5.64 1.66 1.31
55 F -6.34 2.77 1.68
56 C -4.41 1.45 1.86
57 F -3.93 2.35 2.75
58 C 0.83 1.31 3.57
59 C 0.36 2.44 2.66
60 N 0.63 2.11 1.24
61 C 0.62 3.06 0.34
62 C 0.01 4.38 0.38
63 F -0.65 4.80 1.51
64 C -0.10 5.22 -0.71
65 F -0.78 6.36 -0.62
66 C 0.38 4.86 -1.93
67 F 0.01 5.58 -3.03
68 C 0.97 3.62 -2.06
69 F 1.37 3.22 -3.28
70 C 1.11 2.79 -0.97
71 F 1.55 1.57 -1.22
72 H 1.32 -0.88 4.91
73 H 2.30 -1.07 3.39
74 H 0.88 -2.07 3.67
75 H -0.80 -0.25 4.94
76 H -1.18 -1.43 3.64
77 H -1.84 1.45 3.44
78 H -2.96 0.15 3.99
79 H 1.89 1.27 3.46
80 H 0.68 1.53 4.65
81 H 0.89 3.34 3.00
82 H -0.70 2.65 2.81
83 N 5.63 1.83 -5.73
84 C 5.17 1.33 -4.83
85 C 4.66 0.50 -3.80
86 C 4.15 -0.75 -4.15
87 C 3.55 -1.52 -3.21
88 C 3.29 -1.01 -1.94
89 C 3.89 0.18 -1.59
90 C 4.59 0.95 -2.48
91 H 4.18 -1.06 -5.18
92 H 3.19 -2.49 -3.48
93 H 3.77 0.55 -0.59
94 H 5.04 1.91 -2.17

These are the Mulliken partial charges, in e, on atoms 1 to 8: 6.34, -1.86, 1.68, -3.03, 2.71, -1.26, -0.61, -1.77


Question: The highest electronic energy belongs to which entry?
Answer: C42H33CdF10N8


Question: What is the electronic energy in the third record?
Answer: -87747.6936 eV


Question: Number 2 is which compound?
Answer: C42H32IrN5O3PSSe2